18
Properties=species:S:1:pos:R:3:lowdin_charge:R:1 method="wB97M-V/def2-TZVPD" e_homo_ev=-3.9 max_force_ev_per_a=5.3 homo_lumo_gap_ha=0.2725 charge=-1 lumo_energy_ev=3.52
C -1.25 -1.55 1.61 -0.16
O -1.26 -1.26 0.24 -0.28
C 0.07 -1.27 -0.33 -0.25
B 0.29 0.10 -1.25 -0.85
S -1.32 0.38 -2.27 0.58
C 0.45 1.36 -0.18 -0.13
C 1.83 1.89 0.05 -0.55
O 2.08 2.65 0.87 0.14
F 2.85 1.49 -0.73 0.08
H -2.25 -1.33 2.00 0.08
H -0.51 -0.93 2.14 0.07
H -1.01 -2.61 1.74 0.08
H 0.82 -1.35 0.47 0.09
H 0.11 -2.16 -0.98 0.08
H 1.22 -0.01 -2.00 0.04
H -1.98 1.34 -1.59 -0.20
H -0.14 2.20 -0.56 0.08
H 0.01 1.08 0.77 0.10

=====

98
Properties=species:S:1:pos:R:3:lowdin_charge:R:1 method="wB97M-V/def2-TZVPD" e_homo_ev=-4.6 e_above_lowest_kj_mol=0.0 max_force_ev_per_a=0.5 homo_lumo_gap_ha=0.2450 charge=-1 lumo_energy_ev=2.04
Sn 1.17 1.95 0.12 0.72
C 4.29 2.36 1.87 -0.09
N 2.91 2.29 2.37 -0.30
C 2.63 3.50 3.15 -0.15
C 2.67 1.13 3.23 -0.20
C 1.29 0.55 2.93 -0.16
N 1.20 0.11 1.52 -0.21
C 2.34 -0.81 1.23 -0.12
C 2.24 -1.52 -0.08 -0.16
C 2.22 -2.90 -0.17 0.00
C 2.17 -3.53 -1.41 -0.17
C 2.11 -2.71 -2.53 0.03
C 2.11 -1.31 -2.49 -0.07
C 2.19 -0.71 -1.22 -0.28
O 2.24 0.61 -1.06 -0.27
C 2.02 -0.47 -3.76 -0.53
C 3.27 0.43 -3.88 -0.04
C 1.95 -1.33 -5.02 -0.08
C 0.76 0.40 -3.73 -0.03
C 2.18 -5.05 -1.49 -0.56
C 2.08 -5.56 -2.93 -0.07
C 0.99 -5.62 -0.71 -0.05
C 3.48 -5.59 -0.88 -0.05
C -0.08 -0.63 1.31 -0.11
C -1.34 0.17 1.36 -0.15
C -2.32 -0.04 2.31 0.00
C -3.58 0.55 2.17 -0.17
C -3.82 1.28 1.01 0.03
C -2.88 1.49 0.01 -0.07
C -1.58 0.99 0.24 -0.32
O -0.57 1.22 -0.62 -0.25
C -3.25 2.18 -1.31 -0.52
C -2.48 3.49 -1.50 -0.09
C -2.94 1.23 -2.47 -0.04
C -4.74 2.50 -1.37 -0.08
C -4.64 0.33 3.25 -0.56
C -4.93 -1.17 3.39 -0.05
C -5.95 1.04 2.93 -0.07
C -4.12 0.87 4.59 -0.05
H 5.02 2.31 2.69 0.09
H 4.41 3.31 1.35 0.08
H 4.49 1.55 1.17 0.08
H 3.31 3.53 4.02 0.09
H 1.60 3.49 3.50 0.04
H 2.78 4.39 2.54 -0.02
H 2.72 1.41 4.29 0.12
H 3.44 0.38 3.08 0.11
H 0.50 1.27 3.13 0.11
H 1.12 -0.32 3.58 0.13
H 2.41 -1.52 2.05 0.14
H 3.24 -0.20 1.21 0.11
H 2.26 -3.48 0.74 0.11
H 2.06 -3.18 -3.50 0.08
H 4.18 -0.18 -3.89 0.09
H 3.33 1.13 -3.05 0.06
H 3.23 1.00 -4.81 0.08
H 2.84 -1.96 -5.14 0.08
H 1.89 -0.68 -5.89 0.08
H 1.06 -1.97 -5.03 0.08
H 0.75 1.08 -2.88 0.06
H -0.14 -0.22 -3.68 0.09
H 0.70 1.00 -4.64 0.09
H 1.15 -5.24 -3.41 0.09
H 2.11 -6.65 -2.94 0.08
H 2.92 -5.20 -3.54 0.09
H 0.05 -5.26 -1.12 0.09
H 1.03 -5.33 0.34 0.07
H 0.99 -6.71 -0.76 0.08
H 4.35 -5.18 -1.41 0.09
H 3.52 -6.68 -0.95 0.08
H 3.57 -5.31 0.17 0.07
H -0.09 -1.46 2.03 0.14
H -0.03 -1.07 0.32 0.14
H -2.10 -0.69 3.15 0.11
H -4.80 1.70 0.87 0.08
H -1.41 3.33 -1.54 0.03
H -2.67 4.19 -0.69 0.07
H -2.79 3.96 -2.44 0.08
H -1.88 0.99 -2.52 0.06
H -3.23 1.70 -3.42 0.08
H -3.50 0.29 -2.37 0.09
H -5.04 3.24 -0.63 0.09
H -5.37 1.61 -1.24 0.08
H -4.97 2.92 -2.35 0.08
H -5.29 -1.58 2.44 0.09
H -5.70 -1.34 4.15 0.08
H -4.04 -1.73 3.68 0.07
H -6.39 0.68 2.00 0.08
H -5.81 2.12 2.84 0.09
H -6.67 0.86 3.74 0.08
H -3.20 0.36 4.89 0.07
H -4.86 0.71 5.38 0.08
H -3.90 1.93 4.52 0.09
S -0.25 6.07 -1.40 -0.07
As 1.12 5.21 -0.10 -0.38
S -0.02 3.73 1.29 0.16
S 2.29 3.57 -1.20 0.13
S 2.46 6.38 0.98 -0.10

=====

51
Properties=species:S:1:pos:R:3:lowdin_charge:R:1 method="wB97M-V/def2-TZVPD" e_homo_ev=-8.2 e_above_lowest_kj_mol=1661.1 max_force_ev_per_a=19.0 homo_lumo_gap_ha=0.3209 charge=0 lumo_energy_ev=0.49
C 5.06 2.11 -2.19 -0.10
C 5.84 1.76 -0.96 -0.27
C 5.96 0.35 -0.78 -0.23
C 6.42 -0.15 0.59 -0.17
C 5.39 -0.17 1.62 -0.23
O 4.36 -1.13 1.82 -0.05
C 3.11 -1.05 1.34 -0.20
C 2.41 -2.08 1.05 -0.06
C 1.13 -2.10 0.51 -0.07
C 0.68 -1.02 0.03 -0.09
C 1.33 0.40 0.09 0.04
C 2.55 0.33 0.52 0.07
H 3.22 0.98 0.50 -0.01
H 0.98 1.18 -0.32 0.04
C -0.72 -0.92 -0.71 -0.32
O -1.39 0.12 -0.56 0.03
N -1.17 -2.23 -1.01 0.10
H -0.73 -2.98 -0.84 0.02
C -2.38 -2.04 -1.80 -0.02
H -2.54 -3.00 -2.23 0.09
H -2.65 -1.26 -2.45 0.09
C -3.77 -2.09 -0.58 -0.41
O -4.36 -3.05 -0.53 0.17
N -3.85 -0.99 0.12 0.06
C -4.89 -0.64 0.60 -0.33
C -5.81 0.20 0.25 -0.55
O -5.82 0.45 -0.85 0.24
O -6.81 0.61 1.12 -0.03
C -7.95 1.33 0.86 -0.22
C -7.38 2.77 0.99 -0.06
H -7.11 3.10 1.90 0.01
H -8.26 3.45 0.53 0.12
H -6.54 3.06 0.29 0.09
H -8.14 1.05 -0.33 0.18
H -8.75 1.07 1.39 0.07
H -5.35 -1.57 1.03 0.20
H -4.51 -0.43 1.64 0.20
H -3.18 -0.24 -0.03 0.15
H 0.60 -3.00 0.67 0.12
H 2.74 -2.85 1.72 0.13
H 4.96 0.91 1.94 0.14
H 5.76 -0.04 2.96 0.21
H 6.60 -1.20 0.63 0.12
H 7.18 0.37 0.87 0.06
H 6.35 -0.08 -1.59 0.08
H 4.98 -0.27 -0.90 0.15
H 6.77 2.10 -0.90 0.08
H 5.25 2.08 -0.10 0.11
H 4.97 3.28 -2.52 0.13
H 5.43 1.75 -3.06 0.02
H 4.02 1.75 -2.35 0.08

=====

17
Properties=species:S:1:pos:R:3:lowdin_charge:R:1 method="wB97M-V/def2-TZVPD" e_homo_ev=-2.5 e_above_lowest_kj_mol=35.5 max_force_ev_per_a=1.1 homo_lumo_gap_ha=0.2145 charge=-1 lumo_energy_ev=3.36
C 0.15 2.51 0.89 -0.49
S 1.57 1.90 1.83 0.67
C 2.44 0.89 0.59 -0.44
H -0.08 3.47 1.34 0.01
H -0.69 1.83 0.95 -0.04
H 0.47 2.67 -0.14 0.02
H 2.75 -0.03 1.07 0.01
H 1.73 0.65 -0.20 -0.02
H 3.28 1.40 0.13 0.02
C -1.45 -2.43 -0.15 -0.23
C -1.46 -1.59 -1.44 -0.81
S -1.08 0.21 -1.23 0.16
H -1.93 -1.84 0.63 0.04
H -0.41 -2.63 0.11 0.05
H -1.93 -3.40 -0.33 0.04
H -2.49 -1.56 -1.82 0.00
H -0.86 -2.05 -2.23 0.02

=====

53
Properties=species:S:1:pos:R:3:lowdin_charge:R:1 method="wB97M-V/def2-TZVPD" e_homo_ev=-3.9 max_force_ev_per_a=3.4 homo_lumo_gap_ha=0.2284 charge=-1 lumo_energy_ev=2.27
C -2.06 -0.79 -3.11 -0.11
C -1.14 -1.72 -2.25 -0.41
O -0.33 -2.59 -3.07 -0.35
Ga 0.93 -3.34 -1.88 0.27
O 1.46 -5.12 -2.32 -0.15
C 1.63 -5.76 -1.19 -0.54
N 1.72 -6.22 -0.13 0.09
P 2.83 -1.93 -1.62 0.38
O 2.47 -1.08 -0.17 -0.49
Cl 2.87 -0.56 -3.26 -0.03
H -2.30 0.11 -2.47 0.07
H -1.57 -0.44 -4.04 0.05
H -3.03 -1.27 -3.39 0.07
H -0.42 -1.12 -1.62 0.09
H -1.75 -2.37 -1.57 0.09
H 0.20 -3.38 -0.43 0.01
H 1.74 -1.60 0.22 -0.05
C 1.06 -2.88 3.07 0.00
C 0.34 -1.56 3.00 -0.54
O 0.07 -1.02 1.94 0.04
N -0.01 -0.96 4.18 -0.01
C 0.22 -1.43 5.53 -0.08
H 1.26 -3.23 2.06 0.07
H 2.00 -2.77 3.60 0.09
H 0.43 -3.62 3.56 0.09
H -0.48 -0.07 4.05 0.13
H -0.75 -1.53 6.03 0.08
H 0.82 -0.69 6.06 0.07
H 0.74 -2.38 5.55 0.08
C -2.20 2.85 -5.69 0.00
C -3.15 1.69 -5.56 -0.52
O -2.79 0.60 -5.16 0.01
N -4.46 1.90 -5.90 0.00
C -5.08 3.11 -6.39 -0.09
H -1.20 2.53 -5.39 0.09
H -2.15 3.18 -6.73 0.08
H -2.51 3.67 -5.05 0.08
H -5.04 1.08 -5.78 0.14
H -5.87 3.40 -5.69 0.08
H -5.52 2.91 -7.37 0.08
H -4.36 3.93 -6.47 0.07
C 4.45 2.80 4.81 -0.01
C 3.50 1.64 4.92 -0.55
O 3.86 0.53 5.28 0.03
N 2.19 1.86 4.61 0.01
C 1.57 3.09 4.17 -0.08
H 5.45 2.47 5.10 0.08
H 4.48 3.16 3.78 0.09
H 4.15 3.60 5.49 0.08
H 1.61 1.03 4.70 0.10
H 0.78 3.35 4.88 0.08
H 1.12 2.92 3.19 0.09
H 2.28 3.90 4.10 0.07

=====

29
Properties=species:S:1:pos:R:3:lowdin_charge:R:1 method="wB97M-V/def2-TZVPD" e_homo_ev="-5.6 / -9.2" e_above_lowest_kj_mol=0.0 max_force_ev_per_a=3.8 spin_multiplicity=3 homo_lumo_gap_ha="0.2188 / 0.2608" charge=0 lumo_energy_ev="0.33 / -2.10"
C -2.91 -1.58 -0.25 -0.11
C -2.49 0.45 1.21 -0.04
C -1.61 -1.33 -1.07 -0.08
C -0.92 0.83 -0.18 -0.29
C 2.83 0.96 0.74 -0.07
C 1.85 0.54 -1.44 -0.09
C 0.37 0.78 0.62 -0.10
C 1.62 1.26 -0.14 -0.40
N -2.81 -0.90 1.07 -0.05
N -1.42 2.15 -0.42 -0.43
O -0.94 3.09 0.28 -0.01
O -2.36 2.24 -1.20 0.00
O -1.07 0.02 -1.23 0.00
H -3.74 -1.22 -0.82 0.12
H -2.97 -2.62 -0.01 0.11
H -2.25 0.46 2.28 0.11
H -3.18 1.08 0.69 0.10
H -0.85 -1.95 -0.62 0.12
H -1.72 -1.52 -2.09 0.11
H 3.71 0.58 0.26 0.06
H 2.39 0.15 1.43 0.09
H 3.17 1.82 1.38 0.10
H 2.73 0.83 -1.91 0.04
H 1.11 0.79 -2.30 0.12
H 1.99 -0.57 -1.45 0.10
H 0.26 1.21 1.57 0.10
H 0.60 -0.35 0.88 0.15
H 1.47 2.34 -0.30 0.14
H -2.15 -1.43 1.70 0.14

=====

37
Properties=species:S:1:pos:R:3:lowdin_charge:R:1 method="wB97M-V/def2-TZVPD" e_homo_ev=-13.6 e_above_lowest_kj_mol=187.7 max_force_ev_per_a=3.2 homo_lumo_gap_ha=0.3953 charge=+1 lumo_energy_ev=-2.87
O -0.57 1.15 -1.03 0.11
H 0.20 0.38 -1.03 0.07
H -0.54 1.46 -2.00 0.09
O 1.42 -1.60 1.70 -0.04
H 1.97 -0.88 1.99 0.04
H 0.63 2.25 1.19 0.02
O 0.84 -4.14 0.27 -0.04
H -0.27 0.54 4.46 0.03
O -2.42 2.86 0.26 -0.05
H 0.39 -3.31 0.46 -0.01
H -2.98 3.42 -0.27 0.04
O -1.46 1.91 -3.40 -0.04
H -1.87 1.45 -4.15 0.09
H -2.01 2.70 -3.54 0.09
O 1.05 1.22 -3.01 -0.04
H 1.58 0.51 -3.39 0.08
H 1.19 1.90 -3.68 0.08
O 0.51 3.09 0.70 -0.06
H 1.12 -1.20 -1.17 0.08
H 1.47 1.88 2.95 0.02
O 1.36 -0.37 -0.74 0.01
H 0.98 -0.60 0.15 0.07
H 2.09 -2.17 1.31 0.06
O -0.25 1.27 3.89 -0.01
H -1.43 0.91 -0.66 0.13
H -0.65 2.09 4.16 0.06
O -2.17 -3.49 1.59 -0.03
H -1.84 -4.40 1.59 0.04
H -1.34 -3.06 1.36 -0.01
O 2.09 1.64 2.24 -0.06
H -1.63 3.35 0.53 0.02
H 2.91 1.98 2.64 0.07
O -0.27 -3.34 -2.12 -0.06
H 1.05 2.84 -0.03 0.03
H -1.21 -3.26 -2.31 0.04
H 0.34 -4.73 0.84 0.05
H -0.29 -4.22 -1.73 0.03

=====

19
Properties=species:S:1:pos:R:3:lowdin_charge:R:1 method="wB97M-V/def2-TZVPD" e_homo_ev=-8.5 e_above_lowest_kj_mol=813.5 max_force_ev_per_a=7.9 homo_lumo_gap_ha=0.2940 charge=0 lumo_energy_ev=-0.51
C -0.13 -0.17 0.35 -0.10
C -0.18 -0.43 1.79 -0.09
C 1.31 -0.31 2.25 -0.21
C -1.77 -0.76 -2.65 -0.04
C -0.61 -0.01 -1.92 -0.17
N 0.85 1.37 0.13 0.14
N 1.96 0.92 2.10 0.05
N 1.65 1.63 1.13 -0.50
O 2.13 2.81 0.94 -0.09
O -0.55 -0.73 -0.69 0.02
H -0.80 0.46 2.15 0.17
H -0.65 -1.32 1.90 0.08
H 1.34 -0.59 3.27 0.10
H 1.97 -1.03 1.72 0.13
H -1.45 -1.54 -3.41 0.09
H -2.39 -1.26 -1.84 0.10
H -2.30 -0.01 -3.21 0.06
H -0.85 1.01 -1.73 0.10
H 0.46 -0.05 -2.28 0.15

=====

83
Properties=species:S:1:pos:R:3:lowdin_charge:R:1 method="wB97M-V/def2-TZVPD" e_homo_ev="-7.4 / -7.4" e_above_lowest_kj_mol=43.5 max_force_ev_per_a=2.5 spin_multiplicity=3 homo_lumo_gap_ha="0.2573 / 0.1884" charge=0 lumo_energy_ev="-0.36 / -2.23"
Pt 0.62 2.85 0.06 0.98
C 0.89 -0.73 1.62 -0.16
C 1.45 0.48 1.82 -0.18
C 2.91 0.74 1.78 -0.21
C 3.52 1.25 0.46 -0.22
C 2.53 1.29 -0.70 -0.20
C 2.05 0.13 -1.26 -0.06
C 2.22 -1.19 -0.61 -0.14
C 1.25 -1.70 0.56 -0.16
C -0.19 2.29 -1.75 -0.24
H 0.23 -1.14 2.40 0.12
H 0.80 1.24 2.34 0.10
H 3.48 -0.16 2.09 0.12
H 3.10 1.54 2.50 0.08
H 3.86 2.27 0.62 0.09
H 4.46 0.70 0.28 0.12
H 2.85 2.09 -1.38 0.10
H 1.41 0.20 -2.14 0.11
H 3.26 -1.23 -0.23 0.12
H 2.06 -1.97 -1.38 0.12
H 0.32 -2.11 0.13 0.10
H 1.75 -2.56 1.07 0.12
H -0.35 1.21 -1.95 0.00
H 0.36 2.79 -2.57 0.00
H -1.19 2.76 -1.67 0.01
P 3.38 7.96 1.87 0.96
P 3.90 8.17 -0.91 0.96
C 5.13 7.68 1.45 -0.31
C 5.39 7.91 0.14 -0.32
C 3.52 9.19 3.23 -0.39
C 4.70 9.35 3.96 -0.10
C 4.77 10.30 4.98 -0.08
C 3.67 11.11 5.27 -0.09
C 2.51 11.00 4.49 -0.09
C 2.43 10.06 3.46 -0.10
C 3.01 6.39 2.67 -0.38
C 2.75 5.31 1.81 -0.11
C 2.43 4.07 2.35 -0.13
C 2.37 3.89 3.74 -0.07
C 2.57 4.99 4.59 -0.07
C 2.86 6.24 4.05 -0.08
C 4.58 9.66 -1.76 -0.38
C 4.69 10.88 -1.05 -0.10
C 5.31 11.99 -1.66 -0.09
C 5.77 11.93 -2.98 -0.09
C 5.58 10.74 -3.70 -0.09
C 4.97 9.63 -3.10 -0.09
C 4.10 6.83 -2.15 -0.41
C 3.07 6.70 -3.11 -0.12
C 3.23 5.82 -4.19 -0.09
C 4.40 5.07 -4.32 -0.09
C 5.40 5.17 -3.35 -0.08
C 5.24 6.03 -2.25 -0.09
H 5.85 7.33 2.20 0.08
H 6.37 8.12 -0.33 0.09
H 5.58 8.74 3.72 0.09
H 5.70 10.40 5.55 0.10
H 3.73 11.84 6.09 0.10
H 1.66 11.65 4.69 0.10
H 1.54 10.00 2.83 0.10
H 2.75 5.43 0.72 0.09
H 2.12 3.25 1.65 0.03
H 2.13 2.90 4.15 0.11
H 2.47 4.87 5.67 0.11
H 2.95 7.12 4.69 0.10
H 4.30 10.97 -0.04 0.10
H 5.40 12.93 -1.11 0.10
H 6.24 12.81 -3.45 0.10
H 5.89 10.69 -4.75 0.10
H 4.79 8.75 -3.71 0.09
H 2.16 7.29 -3.02 0.10
H 2.43 5.73 -4.94 0.11
H 4.54 4.41 -5.18 0.10
H 6.31 4.57 -3.44 0.10
H 6.00 6.09 -1.47 0.09
C -3.53 0.13 0.24 -0.15
S -1.75 -0.07 0.53 0.46
O -1.88 -0.87 1.76 -0.36
O -1.22 -0.80 -0.62 -0.36
O -1.11 1.28 0.73 -0.49
H -3.91 -0.89 0.23 0.06
H -3.83 0.65 -0.66 0.05
H -3.95 0.63 1.12 0.06

=====

83
Properties=species:S:1:pos:R:3:lowdin_charge:R:1 method="wB97M-V/def2-TZVPD" e_homo_ev=-11.9 max_force_ev_per_a=1.2 homo_lumo_gap_ha=0.3548 charge=+1 lumo_energy_ev=-2.29
C -2.06 -1.50 2.08 -0.06
C -1.15 -1.34 0.88 -0.30
N -0.11 -0.32 1.11 -0.27
S 1.47 -0.75 0.83 1.15
C 1.84 -2.38 1.52 -0.36
C 3.35 -2.60 1.46 -0.12
C 1.60 -0.87 -0.98 -0.28
C 1.63 -2.28 -1.56 -0.22
C 0.25 -2.89 -1.81 -0.18
F 0.08 -4.00 -0.95 -0.07
H -2.88 -2.14 1.78 0.09
H -1.55 -1.95 2.92 0.08
H -2.50 -0.55 2.35 0.08
H -1.78 -1.03 0.05 0.10
H -0.76 -2.32 0.63 0.09
H -0.15 0.05 2.05 0.10
H 1.26 -3.15 1.03 0.08
H 1.54 -2.29 2.56 0.10
H 3.63 -3.31 2.23 0.07
H 3.86 -1.66 1.65 0.08
H 3.69 -3.00 0.51 0.06
H 0.84 -0.24 -1.44 0.07
H 2.55 -0.40 -1.20 0.10
H 2.09 -2.18 -2.54 0.10
H 2.26 -2.95 -1.01 0.06
H 0.16 -3.26 -2.82 0.11
H -0.53 -2.18 -1.60 0.05
Cl -2.70 -2.54 -6.14 0.56
C -2.85 -3.14 -4.47 -0.67
C -3.39 -2.09 -3.53 -0.64
Cl -2.23 -0.75 -3.28 0.55
H -1.87 -3.49 -4.15 0.05
H -3.53 -3.99 -4.49 0.08
H -3.59 -2.52 -2.56 0.07
H -4.31 -1.65 -3.91 0.07
Cl -1.07 2.05 -1.17 0.54
C -0.51 3.64 -0.57 -0.68
C -0.46 3.68 0.93 -0.64
Cl -2.08 3.64 1.67 0.56
H -1.16 4.40 -0.97 0.02
H 0.49 3.79 -0.98 0.06
H 0.02 4.61 1.26 0.08
H 0.11 2.84 1.34 0.05
Cl -2.42 6.95 5.24 0.55
C -2.27 5.18 5.05 -0.69
C -1.22 4.60 5.96 -0.66
Cl 0.43 5.07 5.47 0.53
H -2.06 4.97 4.01 0.00
H -3.25 4.76 5.29 -0.01
H -1.27 3.51 5.91 0.07
H -1.37 4.90 6.99 0.07
Cl 3.73 -5.47 -5.66 0.56
C 3.69 -6.22 -4.05 -0.66
C 3.17 -5.26 -3.01 -0.62
Cl 4.32 -3.92 -2.71 0.60
H 4.69 -6.57 -3.80 0.03
H 3.02 -7.08 -4.11 0.08
H 3.03 -5.77 -2.06 0.08
H 2.22 -4.82 -3.32 0.06
Cl -0.63 7.14 -1.10 0.57
C -0.56 7.62 -2.82 -0.64
C -0.97 6.50 -3.74 -0.65
Cl 0.21 5.16 -3.75 0.56
H 0.45 7.95 -3.03 0.07
H -1.23 8.46 -2.94 0.08
H -1.04 6.87 -4.76 0.08
H -1.94 6.09 -3.45 0.07
Cl -5.03 4.88 2.37 0.53
C -6.55 5.08 3.29 -0.64
C -6.28 5.38 4.75 -0.63
Cl -5.58 3.97 5.60 0.57
H -7.13 4.18 3.17 0.07
H -7.09 5.91 2.85 0.08
H -7.21 5.62 5.25 0.08
H -5.59 6.21 4.86 0.06
Cl 6.00 -7.61 -1.44 0.57
C 6.61 -6.05 -0.81 -0.66
C 6.67 -6.03 0.69 -0.64
Cl 5.04 -6.04 1.42 0.54
H 5.95 -5.27 -1.19 -0.01
H 7.60 -5.90 -1.23 0.08
H 7.16 -5.11 1.03 0.08
H 7.22 -6.88 1.08 0.07

=====

10
Properties=species:S:1:pos:R:3:lowdin_charge:R:1 method="wB97M-V/def2-TZVPD" e_homo_ev=-8.9 e_above_lowest_kj_mol=97.7 max_force_ev_per_a=3.9 homo_lumo_gap_ha=0.3461 smiles="NP(N)(=S)S" charge=0 lumo_energy_ev=0.53
N 1.14 0.18 -1.06 -0.19
P -0.54 0.32 -0.98 -0.11
N -0.91 -0.89 0.57 -0.14
S -1.24 -0.10 -2.73 0.16
S -1.15 2.10 -0.11 0.43
H 1.52 -0.22 -0.22 0.03
H 1.44 1.01 -1.52 0.02
H 0.01 -1.26 0.72 -0.03
H -1.43 -1.63 0.10 0.00
H -1.52 1.61 1.07 -0.19